# 1
C5H17N3O as an isolated structure, computed with wB97M-V/def2-TZVPD.

Each line ends with the Löwdin charge.
Element x y z (Å)
C1 1.111 -1.560 0.248  -0.6624
N1 2.420 -1.308 -0.220  0.0430
N2 1.231 -1.995 1.594  0.0314
O1 0.598 -2.592 -0.554  -0.0559
H1 -0.053 -2.161 -1.133  0.0730
H2 0.163 -0.493 0.169  0.1581
H3 0.332 -1.911 2.057  0.0542
H4 2.990 -0.906 0.517  0.0626
H5 2.867 -2.170 -0.511  0.0660
H6 1.441 -2.996 1.587  0.0716
C2 -1.844 1.379 -0.213  -0.1257
C3 0.419 1.197 -1.494  -0.1175
C4 0.483 1.674 0.891  -0.1153
C5 -2.709 0.149 -0.059  -0.1191
N3 -0.138 0.891 -0.178  -0.2669
H7 -2.076 2.134 0.542  0.0933
H8 -2.049 1.864 -1.171  0.0894
H9 0.164 2.210 -1.818  0.0799
H10 0.030 0.485 -2.226  0.0862
H11 1.505 1.060 -1.488  0.0800
H12 1.554 1.450 0.933  0.0840
H13 0.316 2.745 0.748  0.0835
H14 0.068 1.374 1.855  0.0872
H15 -3.775 0.385 -0.181  0.0757
H16 -2.454 -0.597 -0.821  0.0699
H17 -2.593 -0.308 0.930  0.0739

* energy relative to the best compared isomer or geometry (same formula, charge and spin): 321.1 kJ/mol
* Kohn-Sham gap: 7.96 eV
* lowest unoccupied orbital energy: 0.75 eV

***

# 2
A 2-piece molecular cluster, C6H15O4 overall, computed with wB97M-V/def2-TZVPD.

Each line ends with the Löwdin charge.
Element x y z (Å)
O1 0.485 -2.300 2.388  0.0131
C1 0.415 -2.261 1.025  -0.2838
C2 0.910 -0.980 0.384  -0.2286
O2 2.305 -0.915 0.519  -0.2248
C3 2.874 0.231 -0.059  -0.1061
H1 -0.658 -2.419 0.771  0.1493
H2 0.929 -3.148 0.598  0.1358
H3 0.428 -0.111 0.869  0.1332
H4 0.629 -0.974 -0.686  0.1295
H5 3.957 0.181 0.109  0.0903
H6 2.669 0.268 -1.142  0.0925
H7 2.482 1.153 0.406  0.0946
C4 2.899 -2.649 3.599  -0.0148
H8 2.511 -3.346 2.838  0.0708
H9 2.582 -3.089 4.552  0.0818
H10 2.775 -1.563 3.739  0.0993
O3 4.427 -2.871 3.527  -0.1659
C5 4.349 -3.762 0.735  -0.1001
O4 5.432 -3.201 1.449  -0.1445
C6 5.077 -2.296 2.443  -0.3219
H11 4.762 -4.262 -0.148  0.0903
H12 3.819 -4.509 1.349  0.0871
H13 3.633 -2.986 0.418  0.0721
H14 6.016 -1.845 2.796  0.1361
H15 4.430 -1.500 2.021  0.1148

* 2S+1: 2
* energy relative to the best compared isomer or geometry (same formula, charge and spin): 34.5 kJ/mol
* ⟨S²⟩: 0.7538
* Kohn-Sham gap (spin up / spin down): 10.42 / 8.00 eV
* lowest unoccupied orbital energy (spin up / spin down): 0.79 / -1.62 eV

***

# 3
C3H8NO2P as an isolated structure, computed with wB97M-V/def2-TZVPD.

Each line ends with the Löwdin charge.
Element x y z (Å)
C1 1.110 0.564 -0.166  -0.2269
C2 -0.020 1.478 0.359  -0.2542
C3 0.395 -0.751 -0.183  -0.3086
N1 0.962 -1.927 -0.245  0.1590
O1 -1.562 0.243 -1.304  -0.2377
O2 -2.492 -0.349 0.905  -0.3737
P1 -1.191 0.027 0.335  0.4507
H1 1.375 0.829 -1.191  0.1267
H2 2.019 0.575 0.436  0.1142
H3 0.181 1.870 1.351  0.0708
H4 -0.260 2.294 -0.318  0.0771
H5 -0.364 -0.358 1.841  0.1000
H6 1.959 -2.045 -0.129  0.1284
H7 -2.497 0.305 -1.480  0.0428
H8 0.385 -2.756 -0.212  0.1314

* energy relative to the best compared isomer or geometry (same formula, charge and spin): 218.0 kJ/mol
* Kohn-Sham gap: 8.33 eV
* lowest unoccupied orbital energy: 0.07 eV

***

# 4
A 2-piece molecular cluster, C3H7N3O overall, computed with wB97M-V/def2-TZVPD.

Each line ends with the Löwdin charge.
Element x y z (Å)
C1 0.590 -2.330 -0.009  -0.0352
C2 -1.490 -0.403 -0.541  -0.1005
C3 0.474 1.709 0.571  0.0016
N1 2.012 0.199 -0.116  0.1000
N2 -0.018 -0.415 -0.648  -0.0988
N3 0.807 0.402 -0.051  -0.3699
O1 -0.383 -2.839 0.370  -0.0036
H1 -1.684 -1.121 -1.344  0.0869
H2 -1.916 -0.826 0.289  0.0371
H3 -1.909 0.511 -0.815  0.0522
H4 -0.041 1.332 1.609  0.1493
H5 1.426 2.059 0.860  0.0482
H6 -0.161 2.485 0.060  0.1003
H7 2.291 -0.764 -0.233  0.0324

* energy relative to the best compared isomer or geometry (same formula, charge and spin): 527.0 kJ/mol
* Kohn-Sham gap (spin up / spin down): 9.33 / 9.33 eV
* lowest unoccupied orbital energy (spin up / spin down): 0.70 / 0.70 eV

***

# 5
A 2-piece molecular cluster, Cl2H2NP overall, computed with wB97M-V/def2-TZVPD.

Each line ends with the Löwdin charge.
Element x y z (Å)
N1 -0.314 0.343 0.173  -0.4229
P1 -1.088 1.574 0.875  0.3297
Cl1 -2.444 -1.558 -0.409  0.2543
Cl2 -2.452 1.917 -0.379  0.2510
H1 0.505 -0.101 0.548  -0.0176
H2 -1.428 -0.873 -0.148  -0.3946

* energy relative to the best compared isomer or geometry (same formula, charge and spin): 154.8 kJ/mol
* SMILES string: [H]/N=P/Cl.Cl
* Kohn-Sham gap: 9.21 eV
* lowest unoccupied orbital energy: -1.04 eV

***

# 6
C4H5AlBr3F6O2S as an isolated structure, computed with wB97M-V/def2-TZVPD.

Each line ends with the Löwdin charge.
Element x y z (Å)
C1 3.564 0.661 -0.254  -0.2634
Al1 2.996 -1.237 -0.918  0.2621
F1 4.337 -2.456 -0.253  -0.3914
S1 1.017 -1.911 0.002  0.7299
O1 0.792 -3.425 -0.369  -0.4348
O2 1.159 -1.868 1.573  -0.4276
C2 -0.471 -0.867 -0.453  -0.2711
F2 -1.538 -1.200 0.564  -0.0358
F3 -1.074 -1.226 -1.788  -0.0172
C3 -0.225 0.760 -0.350  -0.1509
F4 0.346 1.216 -1.667  0.0182
F5 0.597 1.161 0.816  0.0459
F6 -1.590 1.381 -0.170  -0.0071
H1 4.737 0.754 -0.341  0.0136
H2 3.032 1.466 -0.956  0.0050
H3 3.189 0.780 0.871  0.0129
H4 3.079 -1.339 -2.496  -0.0782
C4 -4.702 1.420 1.169  -1.6084
Br1 -5.798 -0.040 1.841  0.5490
Br2 -5.717 2.617 0.020  0.5412
Br3 -3.812 2.379 2.608  0.5548
H5 -3.917 0.972 0.550  -0.0469

* net charge: -1
* Kohn-Sham gap: 7.77 eV
* lowest unoccupied orbital energy: 1.60 eV

***

# 7
C17H15F5N6O8PPt as an isolated structure, computed with wB97M-V/def2-TZVPD.

Each line ends with the Löwdin charge.
Element x y z (Å)
Pt1 0.369 -0.085 -0.322  1.0730
O1 -2.642 5.974 -1.956  -0.0289
C1 -1.434 5.842 -1.702  -0.7297
O2 -0.486 6.644 -1.715  -0.0261
C2 -1.027 4.418 -1.299  -0.0856
C3 -1.146 3.370 -2.208  0.0075
C4 -0.726 2.111 -1.857  -0.1307
N1 -0.193 1.835 -0.649  -0.1216
C5 -0.101 2.830 0.265  -0.1706
C6 -0.518 4.108 -0.040  0.0644
C7 0.503 2.502 1.653  -0.6947
O3 0.168 3.232 2.583  0.0169
O4 1.308 1.526 1.662  -0.1215
H1 -1.578 3.544 -3.184  0.1241
H2 -0.803 1.281 -2.543  0.0961
H3 -0.412 4.873 0.716  0.1366
F1 -1.768 -5.174 3.564  0.0960
C8 -1.130 -4.441 2.635  -0.1626
C9 -0.143 -3.545 3.005  -0.1588
F2 0.172 -3.406 4.297  0.1156
C10 0.519 -2.806 2.041  -0.1691
F3 1.455 -1.930 2.427  0.1077
C11 0.200 -2.895 0.678  -0.3199
O5 0.773 -2.160 -0.243  -0.2427
C12 -0.789 -3.831 0.340  -0.1598
F4 -1.166 -3.946 -0.939  0.1053
C13 -1.441 -4.588 1.294  -0.1599
F5 -2.408 -5.445 0.934  0.1032
N2 -3.961 -1.687 2.531  0.1458
N3 -2.738 -1.079 2.274  -0.2744
N4 -2.052 -0.466 3.211  0.1668
C14 -1.019 -0.002 2.523  -0.1435
N5 -1.125 -0.346 1.228  -0.0955
N6 -2.242 -1.026 1.084  0.1162
H4 -3.836 -2.214 3.391  0.0994
H5 -4.101 -2.352 1.775  0.0977
H6 -0.192 0.571 2.911  0.1095
C15 3.622 -1.347 -0.599  -0.0972
O6 2.927 -1.118 -1.831  -0.2739
P1 1.821 0.023 -1.938  0.5291
O7 1.270 -0.254 -3.398  -0.2723
C16 0.466 -1.424 -3.619  -0.0989
O8 2.617 1.349 -2.200  -0.2450
C17 2.670 2.520 -1.353  -0.0539
H7 3.946 -2.384 -0.612  0.0907
H8 2.969 -1.186 0.258  0.0576
H9 4.489 -0.688 -0.545  0.0895
H10 0.022 -1.307 -4.603  0.0874
H11 -0.306 -1.508 -2.852  0.0642
H12 1.093 -2.315 -3.592  0.0896
H13 1.995 3.273 -1.754  0.0929
H14 3.696 2.875 -1.398  0.0930
H15 2.409 2.257 -0.329  0.0611

* net charge: -1
* energy relative to the best compared isomer or geometry (same formula, charge and spin): 39.3 kJ/mol
* Kohn-Sham gap: 7.29 eV
* lowest unoccupied orbital energy: 1.84 eV

***

# 8
C12H28ClO3P2Ti as an isolated structure, computed with wB97M-V/def2-TZVPD.

Each line ends with the Löwdin charge.
Element x y z (Å)
C1 0.387 -0.184 -3.491  0.0083
C2 1.573 -0.078 -2.531  -0.3944
H1 0.938 -0.130 -4.448  0.1249
H2 -0.334 0.642 -3.573  0.0842
H3 -0.139 -1.151 -3.530  0.0828
O1 2.645 -0.083 -3.049  0.2112
Cl1 -2.827 -0.120 -0.143  0.2229
Ti1 -0.594 -0.087 -0.177  0.4269
P1 -0.072 2.347 -0.650  0.8143
C3 1.305 3.182 0.228  -0.1943
C4 0.059 3.070 -2.330  -0.2164
H4 0.185 4.157 -2.216  0.0768
H5 -1.512 4.247 -0.233  0.0784
H6 -0.866 2.855 -2.887  0.0668
H7 -2.457 2.694 -0.295  0.0276
H8 2.249 2.656 0.022  0.0526
H9 0.929 2.646 -2.852  0.0559
C5 -1.541 3.186 0.071  -0.2272
H10 1.353 4.224 -0.125  0.0781
H11 -1.511 3.091 1.171  0.0560
H12 1.108 3.161 1.310  0.0584
P2 0.195 -2.439 -0.487  0.8082
C6 1.600 -3.047 0.528  -0.2027
C7 -1.197 -3.411 0.245  -0.2240
H13 -0.362 -3.236 -2.724  0.0660
H14 0.745 -4.382 -1.866  0.0855
H15 1.386 -2.850 -2.580  0.0612
C8 0.522 -3.310 -2.061  -0.2267
H16 -2.150 -3.066 -0.197  0.0397
H17 -1.028 -4.492 0.041  0.0818
H18 1.776 -4.128 0.332  0.0861
H19 1.368 -2.889 1.596  0.0643
H20 -1.241 -3.219 1.336  0.0587
H21 2.500 -2.447 0.307  0.0519
C9 1.604 0.010 -0.915  -0.2901
O2 2.576 0.075 -0.203  0.1689
C10 -0.021 1.184 3.581  -0.0358
C11 -0.475 -0.122 2.982  -0.4512
C12 -1.923 -0.452 3.349  -0.0394
O3 -0.322 -0.020 1.557  -0.3184
H22 -0.648 2.023 3.238  0.0869
H23 1.022 1.378 3.314  0.0903
H24 -0.137 1.103 4.668  0.1082
H25 0.163 -0.943 3.368  0.1573
H26 -2.611 0.305 2.930  0.0856
H27 -2.208 -1.436 2.933  0.0776
H28 -2.011 -0.514 4.460  0.1160

* 2S+1: 2
* net charge: +2
* ⟨S²⟩: 0.7604
* Kohn-Sham gap (spin up / spin down): 7.96 / 7.76 eV
* lowest unoccupied orbital energy (spin up / spin down): -8.51 / -9.68 eV

***

Calculated F_max, 5.31; 3.42; 1.89; 4.16; 5.01; 8.21; 0.82; 4.08 eV/Å (same order as the records).
Calculated calculated total energy, -440.0970; -538.4039; -665.6340; -357.8492; -1317.6863; -9267.7390; -2547.3873; -2691.5696 hartree (same order as the records).